Record 1
Density functional theory data (ωB97M-V/def2-TZVPD) for a molecular structure, C22H24BN7Os in a non-equilibrium geometry.

Cartesian coordinates (Å):
H (-2.23, -2.39, -1.36)
N (-2.11, -0.29, -1.00)
B (-2.22, 2.28, -1.59)
N (-2.63, 0.80, -1.73)
C (-3.69, 0.36, -2.42)
Os (-1.37, -0.58, 0.93)
H (-4.38, 1.07, -2.85)
C (-3.70, -1.02, -2.40)
H (-4.40, -1.67, -2.89)
C (-2.65, -1.41, -1.58)
H (-3.18, 3.01, -1.71)
C (4.43, 1.42, 0.05)
H (4.80, 1.17, 1.05)
H (3.33, 1.48, 0.08)
H (4.83, 2.41, -0.24)
N (-1.18, 2.89, -2.69)
N (-1.79, 2.25, -0.07)
N (-0.13, 2.10, -3.12)
N (-0.92, 1.31, 0.55)
C (-0.98, 4.16, -3.18)
C (-2.27, 3.06, 0.89)
H (-1.69, 4.95, -3.05)
H (-3.13, 3.68, 0.69)
C (0.30, 4.22, -3.73)
C (-1.50, 2.91, 2.05)
C (0.83, 2.92, -3.57)
C (-0.56, 1.90, 1.77)
H (0.81, 5.09, -4.12)
H (-1.61, 3.43, 2.98)
H (1.86, 2.61, -3.70)
H (0.38, 1.66, 2.24)
H (4.73, 0.71, -0.63)
C (1.59, -4.74, -1.54)
C (1.25, -3.48, -2.03)
C (0.82, -2.48, -1.17)
C (0.72, -2.74, 0.20)
C (1.07, -4.02, 0.72)
C (1.50, -5.01, -0.17)
N (0.14, -1.76, 0.99)
C (0.45, -1.50, 2.31)
C (-0.63, -1.17, 3.15)
C (-0.34, -0.86, 4.51)
C (0.98, -0.80, 4.94)
C (2.06, -1.03, 4.06)
C (1.80, -1.44, 2.75)
H (1.88, -5.54, -2.23)
H (1.28, -3.27, -3.10)
H (0.58, -1.47, -1.52)
H (1.03, -4.20, 1.80)
H (1.74, -6.00, 0.21)
H (-1.70, -1.28, 2.83)
H (-1.16, -0.67, 5.21)
H (1.23, -0.53, 5.97)
H (3.10, -0.88, 4.39)
H (2.61, -1.61, 2.03)

Output
gap between HOMO and LUMO (spin up / spin down): 6.758 / 3.767 eV
E_LUMO (spin up / spin down): -6.66 / -9.80 eV
energy above the lowest of the compared OMol25 structures with the same formula, charge and spin: 0.0 kJ/mol
electronic energy: -1350.77822 hartree
spin multiplicity: 5
charge: +2
HOMO energy (spin up / spin down): -0.493 / -0.499 Ha

=====

Record 2
Density functional theory data (ωB97M-V/def2-TZVPD) for a single C4H8O3 molecule.

Cartesian coordinates (Å):
C (0.80, -1.04, -1.19)
C (0.60, 0.35, -0.60)
O (-0.09, 1.07, -1.59)
C (-0.13, 0.50, 0.81)
O (-1.04, 1.56, 0.76)
C (-0.79, -0.73, 1.40)
O (-1.92, -0.70, 1.81)
H (1.39, -0.91, -2.11)
H (1.36, -1.73, -0.54)
H (-0.14, -1.50, -1.49)
H (1.61, 0.78, -0.46)
H (-0.36, 1.91, -1.20)
H (0.66, 0.74, 1.54)
H (-1.80, 1.31, 1.31)
H (-0.15, -1.62, 1.54)

Output
gap between HOMO and LUMO: 10.871 eV
E_LUMO: 0.70 eV
SMILES: C[C@@H](O)[C@@H](O)C=O
energy above the lowest of the compared OMol25 structures with the same formula, charge and spin: 160.5 kJ/mol
electronic energy: -382.90367 hartree
charge: 0
HOMO energy: -0.374 Ha

=====

Record 3
Density functional theory data (ωB97M-V/def2-TZVPD) for 12 unconnected molecules or ions with the total composition C31H86O12 in a non-equilibrium geometry.

Cartesian coordinates (Å):
C (0.25, 2.06, -3.42)
C (1.62, 2.72, -3.55)
C (1.55, 4.00, -4.40)
O (2.16, 2.96, -2.27)
H (-0.38, 2.63, -2.73)
H (0.40, 1.11, -2.90)
H (-0.30, 1.92, -4.34)
H (2.30, 2.02, -4.03)
H (0.92, 3.86, -5.28)
H (2.56, 4.26, -4.73)
H (1.21, 4.84, -3.80)
H (1.76, 3.74, -1.85)
C (-1.50, 3.67, 3.94)
C (-1.91, 2.95, 2.65)
C (-1.87, 1.46, 2.81)
O (-3.25, 3.29, 2.26)
H (-1.70, 3.08, 4.84)
H (-2.06, 4.60, 4.08)
H (-0.45, 3.97, 3.97)
H (-1.21, 3.26, 1.86)
H (-2.69, 1.13, 3.46)
H (-0.93, 1.13, 3.24)
H (-1.95, 0.95, 1.85)
H (-3.27, 4.22, 2.01)
C (3.17, -2.28, -4.85)
C (3.42, -1.04, -4.00)
C (2.42, -0.98, -2.87)
O (4.74, -1.06, -3.46)
H (3.11, -3.18, -4.23)
H (3.92, -2.42, -5.63)
H (2.21, -2.18, -5.36)
H (3.33, -0.17, -4.65)
H (1.39, -0.97, -3.24)
H (2.52, -0.04, -2.31)
H (2.56, -1.79, -2.15)
H (5.18, -1.84, -3.81)
C (0.08, -4.22, 0.51)
C (0.96, -3.75, 1.66)
C (2.44, -3.80, 1.35)
O (0.64, -2.41, 2.05)
H (0.29, -3.66, -0.41)
H (-0.98, -4.11, 0.76)
H (0.28, -5.27, 0.30)
H (0.77, -4.42, 2.52)
H (3.00, -3.30, 2.15)
H (2.65, -3.24, 0.43)
H (2.81, -4.82, 1.27)
H (-0.32, -2.37, 2.24)
C (5.27, -0.85, 0.13)
C (5.04, 0.22, 1.19)
C (6.29, 1.01, 1.48)
O (4.08, 1.16, 0.69)
H (4.33, -1.37, -0.08)
H (6.02, -1.59, 0.43)
H (5.55, -0.36, -0.81)
H (4.66, -0.23, 2.12)
H (7.10, 0.37, 1.85)
H (6.09, 1.76, 2.26)
H (6.61, 1.55, 0.59)
H (3.21, 0.72, 0.77)
C (-2.33, -3.89, -3.35)
C (-1.92, -2.44, -3.22)
C (-1.18, -1.93, -4.45)
O (-3.12, -1.69, -3.00)
H (-2.64, -4.13, -4.37)
H (-3.14, -4.11, -2.67)
H (-1.48, -4.52, -3.07)
H (-1.27, -2.32, -2.34)
H (-1.62, -2.30, -5.38)
H (-0.13, -2.24, -4.42)
H (-1.19, -0.84, -4.51)
H (-2.90, -0.74, -2.98)
C (-4.12, -2.69, -0.04)
C (-4.61, -1.30, 0.27)
C (-6.11, -1.26, 0.54)
O (-3.86, -0.82, 1.41)
H (-3.03, -2.68, -0.10)
H (-4.53, -2.99, -1.00)
H (-4.37, -3.40, 0.76)
H (-4.39, -0.67, -0.59)
H (-6.49, -0.24, 0.51)
H (-6.37, -1.72, 1.49)
H (-6.64, -1.81, -0.24)
H (-4.05, 0.11, 1.54)
C (-3.30, -2.34, 4.81)
C (-2.54, -3.04, 3.71)
O (-1.91, -2.13, 2.82)
H (-2.64, -1.86, 5.53)
H (-3.95, -3.05, 5.33)
H (-3.96, -1.58, 4.37)
H (-3.23, -3.67, 3.14)
H (-1.77, -3.70, 4.12)
H (-2.59, -1.67, 2.29)
C (-0.39, -0.36, -0.40)
C (0.56, 0.64, 0.23)
O (1.62, -0.04, 0.90)
H (0.19, -1.04, -1.05)
H (-1.15, 0.08, -1.06)
H (-0.93, -1.02, 0.27)
H (0.01, 1.25, 0.96)
H (1.03, 1.24, -0.54)
H (1.25, -0.65, 1.55)
C (1.50, 4.07, 0.98)
C (1.81, 5.41, 0.34)
O (1.35, 5.40, -1.02)
H (2.15, 3.27, 0.63)
H (0.47, 3.77, 0.77)
H (1.57, 4.11, 2.07)
H (2.89, 5.58, 0.36)
H (1.34, 6.22, 0.89)
H (1.04, 6.27, -1.26)
C (1.51, 0.63, 5.63)
C (1.25, -0.05, 4.32)
O (2.16, -1.12, 4.15)
H (0.85, 1.48, 5.76)
H (2.55, 0.97, 5.67)
H (1.35, -0.04, 6.48)
H (1.33, 0.68, 3.50)
H (0.21, -0.42, 4.27)
H (1.80, -1.70, 3.46)
C (-2.86, 2.36, -0.95)
C (-3.31, 2.45, -2.38)
O (-3.15, 1.15, -2.97)
H (-3.39, 1.56, -0.43)
H (-3.05, 3.30, -0.43)
H (-1.78, 2.19, -0.92)
H (-2.73, 3.19, -2.93)
H (-4.37, 2.74, -2.42)
H (-3.39, 1.22, -3.90)

Output
gap between HOMO and LUMO: 9.107 eV
E_LUMO: 0.27 eV
SMILES: CC(C)O.CC(C)O.CC(C)O.CC(C)O.CC(C)O.CC(C)O.CC(C)O.CCO.CCO.CCO.CCO.CCO
energy above the lowest of the compared OMol25 structures with the same formula, charge and spin: 0.0 kJ/mol
electronic energy: -2135.56937 hartree
charge: 0
HOMO energy: -0.325 Ha

=====

Record 4
Density functional theory data (ωB97M-V/def2-TZVPD) for a molecular structure, C30H33BClFeN8O2.

Cartesian coordinates (Å):
Fe (-0.27, -0.38, -0.55)
C (1.79, -1.71, 2.86)
C (0.81, -1.19, 1.86)
N (0.93, -1.34, 0.58)
N (2.03, -1.92, 0.01)
C (1.91, -1.80, -1.31)
O (0.93, -1.30, -1.94)
C (3.08, -2.29, -2.11)
C (2.95, -2.40, -3.49)
C (4.03, -2.80, -4.27)
C (5.25, -3.08, -3.67)
C (5.38, -2.97, -2.29)
C (4.30, -2.58, -1.51)
C (-0.41, -0.44, 2.23)
C (-0.79, -0.19, 3.54)
C (-1.96, 0.51, 3.78)
C (-2.73, 0.93, 2.71)
C (-2.28, 0.65, 1.42)
N (-1.14, 0.00, 1.19)
H (2.74, -1.87, 2.37)
H (1.45, -2.66, 3.27)
H (1.91, -1.00, 3.68)
H (1.99, -2.15, -3.94)
H (3.92, -2.88, -5.34)
H (6.09, -3.39, -4.27)
H (6.33, -3.19, -1.82)
H (4.38, -2.49, -0.44)
H (-0.17, -0.53, 4.36)
H (-2.26, 0.74, 4.79)
H (-3.64, 1.48, 2.85)
H (-2.82, 0.98, 0.55)
B (-3.30, -0.71, -2.36)
N (-2.62, -1.90, -1.61)
C (-3.18, -3.12, -1.58)
C (-2.42, -3.94, -0.76)
C (-1.39, -3.11, -0.32)
N (-1.53, -1.89, -0.84)
N (-2.38, 0.54, -2.47)
C (-2.70, 1.60, -3.23)
C (-1.90, 2.67, -2.87)
C (-1.09, 2.16, -1.86)
N (-1.39, 0.88, -1.63)
H (-3.56, -1.07, -3.49)
H (-4.30, -0.40, -1.75)
H (-4.07, -3.32, -2.14)
H (-2.58, -4.98, -0.53)
H (-0.55, -3.33, 0.32)
H (-3.49, 1.52, -3.96)
H (-1.91, 3.66, -3.28)
H (-0.32, 2.64, -1.27)
C (4.74, 1.42, -0.48)
N (3.39, 1.35, -0.99)
C (3.22, 1.40, -2.43)
C (2.36, 1.13, -0.18)
O (1.20, 1.04, -0.57)
H (5.22, 2.36, -0.79)
H (5.34, 0.59, -0.85)
H (4.72, 1.39, 0.61)
H (3.61, 2.34, -2.82)
H (2.16, 1.33, -2.65)
H (3.74, 0.57, -2.90)
H (2.62, 1.06, 0.88)
Cl (0.00, 7.74, 5.66)
C (0.15, 6.33, 4.61)
C (1.36, 5.64, 4.53)
C (1.48, 4.54, 3.72)
C (0.40, 4.04, 2.91)
C (0.50, 2.93, 2.09)
C (-0.82, 4.80, 3.04)
C (-0.93, 5.90, 3.86)
H (2.21, 5.97, 5.12)
H (2.43, 4.02, 3.68)
H (-0.35, 2.55, 1.55)
H (1.42, 2.34, 2.08)
H (-1.68, 4.48, 2.46)
H (-1.87, 6.43, 3.91)

Output
gap between HOMO and LUMO: 4.107 eV
E_LUMO: 2.05 eV
energy above the lowest of the compared OMol25 structures with the same formula, charge and spin: 0.0 kJ/mol
electronic energy: -3500.38376 hartree
charge: -1
HOMO energy: -0.076 Ha

=====

Record 5
Density functional theory data (ωB97M-V/def2-TZVPD) for a molecular structure, C26H22BrN3O2OsS5Se in a non-equilibrium geometry.

Cartesian coordinates (Å):
Os (-0.74, -0.01, -0.09)
C (1.67, -0.14, 4.13)
C (2.39, -0.45, 2.83)
S (1.42, -1.09, 1.43)
C (0.59, -2.58, 2.06)
C (-0.67, -2.37, 2.89)
S (-1.82, -1.10, 2.23)
C (-2.21, -0.09, 3.70)
C (-1.11, 0.27, 4.68)
S (0.34, 1.09, 3.93)
H (2.39, 0.29, 4.83)
H (1.25, -1.04, 4.59)
H (3.18, -1.18, 3.01)
H (2.82, 0.45, 2.40)
H (1.32, -3.17, 2.63)
H (0.35, -3.12, 1.15)
H (-0.45, -2.09, 3.91)
H (-1.24, -3.30, 2.90)
H (-2.99, -0.64, 4.23)
H (-2.65, 0.81, 3.26)
H (-0.75, -0.59, 5.23)
H (-1.52, 0.98, 5.40)
S (-1.76, 1.29, -1.88)
C (-1.00, 0.52, -3.23)
C (-1.65, 0.48, -4.46)
C (-1.06, -0.11, -5.57)
C (-1.77, -0.12, -6.81)
N (-2.35, -0.13, -7.80)
C (0.21, -0.69, -5.45)
C (0.88, -0.64, -4.24)
C (0.30, -0.03, -3.13)
S (1.19, 0.02, -1.64)
C (0.82, -1.34, -6.58)
N (1.31, -1.85, -7.48)
H (-2.63, 0.93, -4.56)
H (1.87, -1.06, -4.15)
Se (-1.68, -2.07, -0.83)
C (-0.72, -3.19, -2.08)
C (0.66, -3.33, -2.08)
C (1.22, -4.18, -3.02)
N (0.52, -4.89, -3.89)
C (-0.81, -4.77, -3.86)
C (-1.48, -3.94, -2.98)
H (1.28, -2.77, -1.39)
H (2.30, -4.31, -3.06)
H (-1.35, -5.37, -4.57)
H (-2.55, -3.85, -2.99)
Br (-2.46, 3.76, 2.10)
C (-0.71, 4.48, 2.03)
C (-0.61, 5.79, 2.49)
C (0.62, 6.43, 2.53)
C (1.76, 5.76, 2.13)
C (1.66, 4.46, 1.67)
C (0.44, 3.79, 1.60)
C (0.52, 2.39, 1.04)
O (1.62, 1.92, 0.79)
O (-0.60, 1.77, 0.83)
H (-1.50, 6.30, 2.81)
H (0.68, 7.45, 2.88)
H (2.73, 6.25, 2.17)
H (2.54, 3.91, 1.35)

Output
gap between HOMO and LUMO (spin up / spin down): 6.658 / 6.058 eV
E_LUMO (spin up / spin down): -0.89 / -2.31 eV
energy above the lowest of the compared OMol25 structures with the same formula, charge and spin: 71.9 kJ/mol
electronic energy: -8375.73902 hartree
spin multiplicity: 5
charge: 0
HOMO energy (spin up / spin down): -0.277 / -0.308 Ha

=====

Record 6
Density functional theory data (ωB97M-V/def2-TZVPD) for a molecular structure, C27H63N9O13SZn in a non-equilibrium geometry.

Cartesian coordinates (Å):
Zn (-12.46, 6.07, -13.53)
S (-10.62, 7.65, -14.53)
O (-11.17, 6.41, -14.99)
O (-11.37, 7.83, -13.27)
O (-9.16, 7.57, -14.34)
O (-10.95, 8.74, -15.46)
C (-16.31, 9.45, -13.10)
C (-17.29, 8.34, -12.81)
O (-18.30, 8.79, -12.26)
N (-17.03, 7.12, -13.16)
C (-17.84, 5.94, -12.86)
H (-15.55, 9.08, -13.79)
H (-15.79, 9.86, -12.24)
H (-16.81, 10.19, -13.72)
H (-16.12, 6.89, -13.53)
H (-18.61, 5.80, -13.62)
H (-18.10, 6.00, -11.81)
H (-17.19, 5.07, -12.85)
C (-10.97, 5.61, -18.67)
C (-9.96, 5.52, -19.83)
O (-9.46, 6.44, -20.44)
N (-9.61, 4.29, -20.29)
C (-10.29, 3.08, -19.97)
H (-11.43, 6.59, -18.56)
H (-10.47, 5.40, -17.72)
H (-11.83, 4.97, -18.85)
H (-9.08, 4.34, -21.16)
H (-9.97, 2.99, -18.93)
H (-9.90, 2.23, -20.53)
H (-11.37, 3.10, -20.06)
C (-4.71, 7.15, -11.95)
C (-6.09, 7.82, -12.02)
O (-6.62, 8.07, -13.10)
N (-6.81, 7.86, -10.92)
C (-8.16, 8.41, -10.96)
H (-3.89, 7.86, -12.03)
H (-4.73, 6.44, -12.78)
H (-4.67, 6.53, -11.06)
H (-6.49, 7.55, -10.01)
H (-8.55, 8.45, -9.94)
H (-8.84, 7.75, -11.49)
H (-8.33, 9.46, -11.23)
C (-4.73, 5.47, -16.20)
C (-6.17, 5.37, -15.93)
O (-6.75, 6.37, -15.53)
N (-6.82, 4.20, -16.13)
C (-8.24, 3.97, -16.22)
H (-4.50, 4.79, -17.02)
H (-4.15, 5.02, -15.39)
H (-4.36, 6.47, -16.42)
H (-6.25, 3.49, -16.57)
H (-8.73, 4.92, -16.44)
H (-8.55, 3.44, -15.32)
H (-8.49, 3.35, -17.07)
C (-13.81, 11.47, -14.66)
C (-13.32, 11.36, -13.17)
O (-14.03, 11.61, -12.16)
N (-12.05, 10.93, -13.02)
C (-11.39, 10.88, -11.74)
H (-13.26, 10.77, -15.29)
H (-13.81, 12.47, -15.10)
H (-14.85, 11.19, -14.84)
H (-11.67, 10.39, -13.79)
H (-10.34, 11.16, -11.75)
H (-11.41, 9.87, -11.34)
H (-11.83, 11.58, -11.02)
C (-14.74, 4.80, -9.99)
C (-14.13, 5.99, -10.84)
O (-13.80, 5.94, -12.07)
N (-13.97, 7.05, -10.15)
C (-13.55, 8.30, -10.64)
H (-15.80, 5.03, -9.89)
H (-14.30, 4.73, -9.00)
H (-14.71, 3.87, -10.55)
H (-14.17, 7.03, -9.16)
H (-13.69, 8.53, -11.70)
H (-12.46, 8.27, -10.58)
H (-13.97, 9.14, -10.08)
C (-8.62, 5.12, -12.45)
C (-9.92, 5.27, -11.69)
O (-10.99, 5.31, -12.26)
N (-9.85, 5.43, -10.38)
C (-10.99, 5.65, -9.46)
H (-7.94, 4.38, -12.05)
H (-8.02, 6.03, -12.38)
H (-8.82, 4.77, -13.46)
H (-8.93, 5.39, -9.97)
H (-11.81, 4.96, -9.65)
H (-11.30, 6.69, -9.49)
H (-10.48, 5.55, -8.50)
C (-14.16, 8.23, -16.54)
C (-14.45, 7.02, -15.82)
O (-13.86, 6.81, -14.71)
N (-15.36, 6.14, -16.42)
C (-15.76, 4.91, -15.85)
H (-13.09, 8.31, -16.71)
H (-14.59, 9.01, -15.91)
H (-14.80, 8.44, -17.40)
H (-15.59, 6.39, -17.37)
H (-16.69, 4.59, -16.32)
H (-15.85, 4.90, -14.77)
H (-15.05, 4.10, -16.00)
C (-12.10, 2.84, -15.98)
C (-12.94, 3.09, -14.74)
O (-12.95, 4.15, -14.18)
N (-13.61, 2.12, -14.19)
C (-14.48, 2.02, -13.12)
H (-11.68, 3.73, -16.44)
H (-12.63, 2.27, -16.74)
H (-11.31, 2.11, -15.79)
H (-13.52, 1.32, -14.80)
H (-14.04, 2.59, -12.30)
H (-14.44, 0.96, -12.87)
H (-15.52, 2.24, -13.36)

Output
gap between HOMO and LUMO: 6.613 eV
E_LUMO: -0.28 eV
energy above the lowest of the compared OMol25 structures with the same formula, charge and spin: 582.6 kJ/mol
electronic energy: -4715.10396 hartree
charge: 0
HOMO energy: -0.253 Ha

=====

Question: Which formula does entry 5 have?
Answer: C26H22BrN3O2OsS5Se

=====

Question: Which value of electronic energy does entry 3 give?
Answer: -2135.56937 hartree

=====

Question: Which value of electronic energy does entry 1 give?
Answer: -1350.77822 hartree

=====

Question: Which value of charge does entry 5 give?
Answer: 0